(1)
Computed, not measured: a single C2H3NO2 molecule at a distorted geometry, with the ωB97M-V functional and the def2-TZVPD basis.

Its HOMO-LUMO gap is 12.30 eV. The value obtained for the molecular weight is 73.05 g mol⁻¹. Its charge is 0. The calculation puts the calculated total energy at -7706.499 eV. Its SMILES is N#CC(O)O. Its highest occupied orbital energy is -11.8 eV.

Cartesian coordinates (Å):
1 O 0.6120 -1.1286 0.2000
2 O 0.6597 1.1685 0.2671
3 N -2.3837 -0.0464 0.1118
4 C 0.1287 0.0377 -0.3621
5 C -1.2849 -0.1050 -0.1848
6 H 0.2119 0.1149 -1.3948
7 H 0.5167 1.0608 1.2387
8 H 1.5396 -1.1019 0.1241

***

(2)
Computed, not measured: a single C2H3NO2 molecule at a distorted geometry, with the ωB97M-V functional and the def2-TZVPD basis.

Its HOMO-LUMO gap is 11.49 eV. The value obtained for the molecular weight is 73.05 g mol⁻¹. Its charge is 0. The calculation puts the calculated total energy at -7702.274 eV. Its SMILES is Cc1noo1. Its highest occupied orbital energy is -10.7 eV.

Cartesian coordinates (Å):
1 O -1.3325 -0.9692 -0.2991
2 O -2.3075 -0.0431 0.0226
3 N -1.2369 0.9377 0.2897
4 C 1.0555 -0.0219 0.0394
5 C -0.3866 0.0159 0.0334
6 H 1.3703 -0.3402 -0.8604
7 H 1.2463 1.1291 0.0318
8 H 1.5915 -0.7082 0.7427

***

(3)
Computed, not measured: a single C2H3NO2 molecule at a distorted geometry, with the ωB97M-V functional and the def2-TZVPD basis.

Its HOMO-LUMO gap (spin up / spin down) is 9.86 / 9.86 eV. The value obtained for the molecular weight is 73.05 g mol⁻¹. Its charge is 0. The calculation puts the calculated total energy at -7703.803 eV. Its SMILES is O=C/C=[NH+]\[O-]. Its highest occupied orbital energy (spin up / spin down) is -9.3 / -9.3 eV.

Cartesian coordinates (Å):
1 O -0.1951 0.7989 1.5282
2 O 2.3968 0.6388 0.1993
3 N -0.4655 -0.1666 0.7925
4 C 0.3273 -0.3594 -0.2709
5 C 1.2820 0.8321 -0.2172
6 H -1.3162 -0.8545 1.0986
7 H 0.1620 -1.2414 -0.9172
8 H 1.0710 1.8182 -0.7479

***

(4)
Computed, not measured: 2 unconnected molecules or ions with the total composition C2H3NO2S at a distorted geometry, with the ωB97M-V functional and the def2-TZVPD basis.

Its HOMO-LUMO gap (spin up / spin down) is 7.41 / 7.41 eV. The value obtained for the molecular weight is 105.12 g mol⁻¹. Its charge is 0. The calculation puts the calculated total energy at -18537.714 eV. Its SMILES is CC#[N+][O-].O=S. Its highest occupied orbital energy (spin up / spin down) is -7.9 / -7.9 eV.

Cartesian coordinates (Å):
1 S 2.0006 -0.7379 -2.3074
2 O 1.2401 -1.4754 -1.2671
3 O 0.8997 1.2456 -1.6766
4 N 0.2353 0.8826 -0.7713
5 C -0.9458 0.0143 1.2617
6 C -0.3900 0.4492 0.0673
7 H -0.1646 0.1168 2.0256
8 H -1.0084 -1.0396 1.2829
9 H -1.8668 0.5444 1.3849

***

(5)
Computed, not measured: a single C2H3NO2S molecule at a distorted geometry, with the ωB97M-V functional and the def2-TZVPD basis.

Its HOMO-LUMO gap is 8.68 eV. The value obtained for the molecular weight is 105.12 g mol⁻¹. Its charge is 0. The calculation puts the calculated total energy at -18538.622 eV. Its SMILES is O/N=C\OC=S. Its highest occupied orbital energy is -9.0 eV.

Cartesian coordinates (Å):
1 S 2.3774 0.2289 0.0177
2 O -0.0101 -0.9263 -0.3324
3 O -1.7549 1.1974 -0.1996
4 N -2.2447 -0.0796 0.2961
5 C 0.6986 0.0160 0.1975
6 C -1.3380 -1.0063 -0.0321
7 H -1.7014 -1.9794 0.4016
8 H -0.0708 0.8461 0.8157
9 H -2.5969 1.8007 -0.3101

***

(6)
Computed, not measured: 2 unconnected molecules or ions with the total composition C2H3NO2S at a distorted geometry, with the ωB97M-V functional and the def2-TZVPD basis.

Its HOMO-LUMO gap (spin up / spin down) is 7.89 / 6.73 eV. The value obtained for the molecular weight is 105.12 g mol⁻¹. Its charge is 0. The calculation puts the calculated total energy at -18537.133 eV. Its highest occupied orbital energy (spin up / spin down) is -9.4 / -8.9 eV.

Cartesian coordinates (Å):
1 S 0.6210 0.3060 -1.6418
2 O -2.5357 0.2471 0.4610
3 O -2.4025 2.0198 -0.7863
4 N -2.0367 1.0198 -0.2984
5 C 0.9245 -0.8284 0.8091
6 C 1.5139 -0.4386 -0.3149
7 H 1.5602 -1.0897 1.6943
8 H 2.5670 -0.3628 -0.6222
9 H -0.2117 -0.8732 0.6993

***

Repeat the fourth record exactly.
Computed, not measured: 2 unconnected molecules or ions with the total composition C2H3NO2S at a distorted geometry, with the ωB97M-V functional and the def2-TZVPD basis.

Its HOMO-LUMO gap (spin up / spin down) is 7.41 / 7.41 eV. The value obtained for the molecular weight is 105.12 g mol⁻¹. Its charge is 0. The calculation puts the calculated total energy at -18537.714 eV. Its SMILES is CC#[N+][O-].O=S. Its highest occupied orbital energy (spin up / spin down) is -7.9 / -7.9 eV.

Cartesian coordinates (Å):
1 S 2.0006 -0.7379 -2.3074
2 O 1.2401 -1.4754 -1.2671
3 O 0.8997 1.2456 -1.6766
4 N 0.2353 0.8826 -0.7713
5 C -0.9458 0.0143 1.2617
6 C -0.3900 0.4492 0.0673
7 H -0.1646 0.1168 2.0256
8 H -1.0084 -1.0396 1.2829
9 H -1.8668 0.5444 1.3849